[1]
DFT (wB97M-V/def2-TZVPD) results for an isolated molecule of C6H11NO2 in a non-equilibrium geometry.

Its SMILES is C=C(C(N)=O)C(C)(C)O. The orbital gap comes out at 9.766 eV. The highest occupied orbital energy is -0.336 Ha. The energy above the lowest of the compared OMol25 structures with the same formula, charge and spin is 2.644 eV. The charge is 0.

Each line ends with the Löwdin charge.
Atoms and positions in Å:
C1 -0.87911 2.08667 0.40106  0.09
C2 -0.78668 0.77676 0.46533  -0.09
C3 -1.70851 -0.20615 -0.17287  -0.55
N1 -1.90965 -1.41054 0.44906  0.16
O1 -2.46493 0.23895 -1.03688  0.05
C4 0.61157 -0.19271 0.07979  -0.51
C5 1.76668 0.81019 0.02721  -0.06
C6 0.75566 -1.12389 -1.12399  -0.02
O2 0.74728 -1.01319 1.23187  -0.05
H1 -0.05238 2.74614 0.18643  0.07
H2 -1.83689 2.53083 0.63346  0.08
H3 -2.55323 -2.04773 0.00727  0.11
H4 -1.17209 -1.79234 1.02433  0.09
H5 1.68802 1.42299 -0.86706  0.09
H6 2.71626 0.27583 0.02910  0.09
H7 1.79026 1.45047 0.90803  0.08
H8 0.64285 -0.55799 -2.04516  0.10
H9 1.73949 -1.59110 -1.11392  0.09
H10 0.06244 -1.95895 -1.08812  0.08
H11 0.84295 -0.44424 2.00507  0.11


[2]
DFT (wB97M-V/def2-TZVPD) results for an isolated molecule of C6H11NO2 in a non-equilibrium geometry.

Its SMILES is C[C@H]1C(=O)N(O)C1(C)C. The orbital gap comes out at 10.130 eV. The highest occupied orbital energy is -0.351 Ha. The energy above the lowest of the compared OMol25 structures with the same formula, charge and spin is 3.273 eV. The charge is 0.

Each line ends with the Löwdin charge.
Atoms and positions in Å:
C1 -1.58808 -0.97258 -1.32660  -0.04
C2 -0.14170 -0.35231 -1.09587  -0.14
C3 -0.29567 1.16358 -1.22442  -0.47
O1 -0.65741 1.97091 -2.01206  0.12
N1 0.22202 1.29631 -0.00535  -0.05
O2 0.63194 2.37508 0.84165  0.06
C4 0.42264 -0.08612 0.33337  -0.44
C5 -0.40544 -0.52390 1.53054  0.00
C6 1.98378 -0.35464 0.51115  0.01
H1 -1.93457 -0.71687 -2.35475  0.09
H2 -2.37203 -0.63853 -0.66492  0.06
H3 -1.59311 -2.05012 -1.10672  0.07
H4 0.65793 -0.77677 -1.80411  0.17
H5 -0.11500 2.63735 1.41177  0.12
H6 -0.00935 -0.03954 2.37585  0.06
H7 -0.32070 -1.56163 1.83569  0.09
H8 -1.36905 -0.14908 1.32869  0.07
H9 2.26102 0.28715 1.29953  0.06
H10 2.55745 -0.09110 -0.37090  0.08
H11 2.06533 -1.41719 0.49746  0.07


[3]
DFT (wB97M-V/def2-TZVPD) results for a structure of composition C6H11NO2 in a non-equilibrium geometry.

The orbital gap comes out at 8.712 eV. The highest occupied orbital energy is -0.292 Ha. The energy above the lowest of the compared OMol25 structures with the same formula, charge and spin is 2.818 eV. The charge is 0.

Each line ends with the Löwdin charge.
Atoms and positions in Å:
C1 0.22722 -0.19233 0.52392  -0.31
C2 -0.56193 -0.33545 -0.65284  -0.07
C3 0.23017 1.11664 1.26019  -0.08
C4 2.48081 0.59734 -1.31162  -0.03
C5 -2.35783 -0.19629 0.12683  -0.42
C6 1.94063 -0.48043 -0.39861  -0.30
N1 -2.89697 -1.37256 0.53754  0.13
O1 -2.98474 0.84571 0.17052  0.02
O2 2.56697 -1.47780 -0.12836  0.05
H1 0.21290 -1.05747 1.18638  0.12
H2 -2.34348 -2.20852 0.62210  0.09
H3 -3.87654 -1.39953 0.80444  0.11
H4 -0.57290 0.51191 -1.33569  0.10
H5 -0.53798 -1.30377 -1.14615  0.10
H6 1.10018 1.19712 1.91749  0.08
H7 -0.68718 1.19936 1.85363  0.08
H8 0.22958 1.96193 0.56798  0.08
H9 2.41352 1.56380 -0.80815  0.08
H10 3.52869 0.40146 -1.56067  0.08
H11 1.88889 0.62888 -2.22892  0.08


[4]
DFT (wB97M-V/def2-TZVPD) results for an isolated molecule of C6H11NO2S in a non-equilibrium geometry.

Its SMILES is CS/C=C/C(=O)NCCO. The orbital gap comes out at 9.120 eV. The highest occupied orbital energy is -0.322 Ha. The energy above the lowest of the compared OMol25 structures with the same formula, charge and spin is 0.421 eV. The charge is 0.

Each line ends with the Löwdin charge.
Atoms and positions in Å:
C1 2.26547 3.07382 -2.18290  -0.37
S1 0.44000 3.03577 -2.53748  0.80
C2 -0.01752 2.47002 -0.99261  -0.48
C3 -0.02825 1.10605 -0.76405  -0.08
C4 -0.36756 0.43980 0.51136  -0.49
O1 -0.41902 1.10868 1.52151  0.05
N1 -0.82789 -0.86970 0.47768  0.05
C5 -1.46582 -1.60142 1.57267  -0.14
C6 -0.78580 -2.98359 1.70222  -0.23
O2 -0.41084 -3.55566 0.44132  -0.09
H1 2.57930 2.11646 -1.76694  0.03
H2 2.48096 3.91330 -1.52297  0.03
H3 2.84384 3.25644 -3.13382  0.05
H4 -0.31916 3.13506 -0.19680  0.08
H5 0.24707 0.48887 -1.62138  0.09
H6 -0.71829 -1.37575 -0.40110  0.13
H7 -1.46113 -1.04206 2.49917  0.12
H8 -2.52516 -1.69443 1.30658  0.12
H9 0.07941 -2.87351 2.34438  0.11
H10 -1.46660 -3.65648 2.19896  0.11
H11 -0.12297 -4.49168 0.54421  0.11


[5]
DFT (wB97M-V/def2-TZVPD) results for a structure of composition C6H11NO3 in a non-equilibrium geometry.

The orbital gap comes out at 8.476 eV. The highest occupied orbital energy is -0.309 Ha. The energy above the lowest of the compared OMol25 structures with the same formula, charge and spin is 4.475 eV. The charge is 0.

Each line ends with the Löwdin charge.
Atoms and positions in Å:
C1 -1.05842 -1.49839 0.82948  -0.22
C2 -1.32466 -1.67549 -0.53165  -0.07
N1 -1.94440 -0.98159 1.70294  0.12
C3 -0.17121 1.00847 0.61919  -0.20
O1 0.15948 1.26121 1.73494  0.06
H1 -0.10989 -1.79158 1.25875  0.13
H2 -1.61142 -0.60516 2.57563  0.11
H3 -2.80285 -0.59020 1.34370  0.12
H4 -1.15707 1.31866 0.18271  0.13
H5 -0.82711 -2.52273 -0.99185  0.09
H6 -0.61355 -0.70174 -1.31425  0.12
H7 -2.36463 -1.59267 -0.83131  0.08
C4 1.47687 2.06302 -0.97240  -0.01
C5 0.91369 0.65685 -0.75703  -0.57
C6 1.90928 -0.30833 -0.15091  -0.22
O2 0.20682 0.17049 -1.76998  -0.13
O3 2.75567 -0.03089 0.65840  0.07
H8 1.72299 -1.35608 -0.46731  0.13
H9 2.03637 2.38898 -0.09841  0.09
H10 0.66629 2.76053 -1.18123  0.09
H11 2.13775 2.02664 -1.83940  0.09


[6]
DFT (wB97M-V/def2-TZVPD) results for a cluster of 2 separate species, C6H11NOS in total in a non-equilibrium geometry.

The orbital gap comes out at 9.528 eV. The highest occupied orbital energy is -0.330 Ha. The energy above the lowest of the compared OMol25 structures with the same formula, charge and spin is 5.524 eV. The charge is 0.

Each line ends with the Löwdin charge.
Atoms and positions in Å:
C1 1.00980 -0.50729 2.43478  -0.22
C2 1.60262 -1.57571 0.06341  -0.31
C3 -1.47133 1.88161 -0.39189  -0.17
C4 -2.36645 0.81662 -0.87597  -0.15
C5 -1.05963 0.96532 -1.48210  -0.37
C6 -0.05253 0.41000 -2.07658  -0.01
N1 2.65123 -0.89341 -0.22413  0.04
O1 -0.99922 -1.44599 0.92800  -0.54
S1 0.15544 -0.51415 0.77864  0.90
H1 1.10370 0.58029 2.68625  0.06
H2 0.32239 -0.81558 3.24747  0.07
H3 1.45969 -2.55852 -0.22748  0.06
H4 -1.54502 2.98011 -0.73170  0.12
H5 -0.96666 1.90184 0.66463  0.11
H6 -2.60923 0.08055 -0.07443  0.10
H7 -3.27820 0.87942 -1.50833  0.12
H8 -0.16927 -0.58483 -2.55117  0.08
H9 1.87398 -1.00879 2.40818  -0.02
H10 1.00074 0.76403 -2.22307  0.08
H11 3.33796 -1.35553 -0.84450  0.06


[7]
DFT (wB97M-V/def2-TZVPD) results for a structure of composition C6H11NP in a non-equilibrium geometry.

The orbital gap (alpha / beta) comes out at 8.900 / 8.901 eV. The highest occupied orbital energy (alpha / beta) is -0.474 / -0.474 Ha. The energy above the lowest of the compared OMol25 structures with the same formula, charge and spin is 3.155 eV. The charge is +1.

Each line ends with the Löwdin charge.
Atoms and positions in Å:
C1 0.86513 0.97550 0.80282  0.02
C2 2.31399 0.08008 -0.13577  -0.12
C3 -0.19648 -0.91345 0.07490  -0.23
C4 -2.00360 1.94649 0.16769  -0.09
C5 1.54039 -2.59621 -1.51149  -0.16
C6 -1.59206 0.84637 1.11661  -0.15
N1 -0.22467 0.32711 0.69633  -0.21
P1 1.40048 -1.24533 -0.30038  0.95
H1 1.02084 1.92361 1.33549  0.13
H2 3.40520 0.29571 0.09191  0.07
H3 -1.01159 -1.57534 -0.19133  0.11
H4 -1.27344 2.73393 0.11772  0.06
H5 -2.51682 1.72660 -0.88782  0.13
H6 -2.83924 2.43333 0.87650  0.13
H7 1.97536 -3.49735 -1.31632  0.03
H8 2.08815 -2.21742 -2.28143  0.02
H9 0.62452 -2.74908 -2.03724  0.06
H10 -2.17210 0.03955 1.32315  0.09
H11 -1.40405 1.46589 2.05865  0.15


[8]
DFT (wB97M-V/def2-TZVPD) results for an isolated molecule of C6H11NS in a non-equilibrium geometry.

Its SMILES is C[C@]12C[C@](S)(CN1)C2. The orbital gap comes out at 9.354 eV. The highest occupied orbital energy is -0.317 Ha. The energy above the lowest of the compared OMol25 structures with the same formula, charge and spin is 4.077 eV. The charge is 0.

Each line ends with the Löwdin charge.
Atoms and positions in Å:
C1 2.14742 2.00182 -0.09681  -0.04
C2 1.04875 0.83988 0.05423  -0.48
C3 0.58812 -0.06681 1.22460  -0.05
C4 -0.60325 -0.43260 0.15762  -0.85
S1 -2.13746 -1.15187 0.67465  0.75
C5 0.28668 -1.15049 -0.94377  -0.19
N1 1.41284 -0.08781 -1.10683  -0.08
C6 -0.50248 1.05348 -0.27475  -0.14
H1 1.72570 3.01019 0.23676  0.07
H2 2.53227 1.98768 -1.30432  0.13
H3 3.01896 1.75550 0.58441  0.07
H4 1.03905 -0.94968 1.52061  0.08
H5 -0.03720 0.44650 1.95492  0.11
H6 -2.19762 -0.90553 -0.72889  -0.05
H7 0.84048 -2.08882 -0.68465  0.11
H8 -0.22993 -1.33745 -1.96945  0.13
H9 1.21253 0.36022 -2.14469  0.15
H10 -0.99772 2.05730 0.20906  0.16
H11 -0.38853 1.23705 -1.44707  0.13


[9]
DFT (wB97M-V/def2-TZVPD) results for an isolated molecule of C6H11NS in a non-equilibrium geometry.

The orbital gap (alpha / beta) comes out at 7.385 / 7.385 eV. The highest occupied orbital energy (alpha / beta) is -0.287 / -0.280 Ha. The energy above the lowest of the compared OMol25 structures with the same formula, charge and spin is 4.082 eV. The charge is 0.

Each line ends with the Löwdin charge.
Atoms and positions in Å:
C1 0.10476 1.44859 -0.55746  -0.36
C2 1.17089 0.51367 -0.62075  -0.38
C3 1.10621 -0.85160 -0.78202  -0.08
C4 2.41029 1.34064 -0.87138  -0.09
C5 -0.21327 -1.52130 -0.89035  -0.13
C6 -2.81623 -0.12210 1.95260  -0.26
N1 -1.69750 0.00542 1.08982  -0.48
S1 -1.35290 1.44459 0.44310  0.99
H1 0.42728 2.45626 -0.61440  0.02
H2 1.95230 -1.49390 -0.86868  0.09
H3 3.14068 0.70531 -1.19250  0.02
H4 2.76404 1.70083 0.15223  0.11
H5 2.33512 2.25316 -1.63613  0.13
H6 -0.08932 -2.73654 -0.85925  0.12
H7 -0.63074 -1.38716 -1.85893  0.06
H8 -0.93685 -1.30733 -0.14636  0.00
H9 -3.70561 -0.43591 1.38596  0.07
H10 -2.56289 -1.06502 2.62668  0.11
H11 -2.89377 0.68236 2.68301  0.05


[10]
DFT (wB97M-V/def2-TZVPD) results for an isolated molecule of C6H11NS in a non-equilibrium geometry.

Its SMILES is CN1CC[C@H]2[C@@H](S)[C@H]21. The orbital gap comes out at 9.112 eV. The highest occupied orbital energy is -0.301 Ha. The energy above the lowest of the compared OMol25 structures with the same formula, charge and spin is 1.089 eV. The charge is 0.

Each line ends with the Löwdin charge.
Atoms and positions in Å:
C1 2.51890 -0.91508 -0.04562  -0.10
N1 1.12307 -0.60882 -0.27670  -0.18
C2 0.92947 0.59981 -1.10124  -0.18
C3 0.29038 1.70050 -0.20280  -0.13
C4 -0.15227 0.97312 1.05025  -0.23
C5 -1.08673 -0.20217 0.91903  -0.55
S1 -2.04391 -0.58753 -0.54758  0.79
C6 0.40310 -0.42090 0.94854  -0.28
H1 3.05364 -1.09324 -0.98258  0.09
H2 2.61065 -1.80768 0.53916  0.07
H3 3.05983 -0.11960 0.47374  0.09
H4 1.87156 0.90964 -1.53596  0.11
H5 0.25889 0.35598 -1.91370  0.08
H6 -0.52241 2.19862 -0.71564  0.10
H7 1.02328 2.46505 0.06483  0.11
H8 -0.15139 1.51059 2.00127  0.13
H9 -1.60333 -0.48616 1.82756  0.09
H10 -2.98978 0.27798 -0.30832  -0.16
H11 0.81296 -0.96068 1.83870  0.16


[11]
DFT (wB97M-V/def2-TZVPD) results for an isolated molecule of C6H11NS in a non-equilibrium geometry.

Its SMILES is CC(C)=C(C)C(N)=S. The orbital gap comes out at 8.671 eV. The highest occupied orbital energy is -0.300 Ha. The energy above the lowest of the compared OMol25 structures with the same formula, charge and spin is 0.748 eV. The charge is 0.

Each line ends with the Löwdin charge.
Atoms and positions in Å:
C1 -1.12483 1.81216 -0.37596  -0.06
C2 -0.31944 0.62043 -0.55003  -0.36
C3 0.27484 0.59799 -1.86043  -0.10
C4 -0.12660 -0.34251 0.36832  -0.30
C5 -0.56118 -0.18058 1.76859  -0.08
C6 0.66234 -1.60687 0.03508  -0.83
N1 1.63492 -1.85381 0.93456  0.08
S1 0.26415 -2.67419 -1.16593  0.65
H1 -1.21938 2.06607 0.68309  0.08
H2 -2.14659 1.74621 -0.81603  0.12
H3 -0.68882 2.57031 -1.00825  0.07
H4 1.31037 0.21999 -1.78837  0.09
H5 -0.16316 -0.09184 -2.58038  0.07
H6 0.30923 1.62003 -2.39177  0.11
H7 -0.27433 0.82451 2.09984  0.08
H8 -0.17159 -1.05088 2.43404  0.10
H9 -1.72018 -0.36166 1.82622  0.12
H10 2.02769 -1.16131 1.54133  0.11
H11 2.03257 -2.75404 0.84609  0.07


[12]
DFT (wB97M-V/def2-TZVPD) results for an isolated molecule of C6H11NS2 in a non-equilibrium geometry.

The orbital gap (alpha / beta) comes out at 6.553 / 7.572 eV. The highest occupied orbital energy (alpha / beta) is -0.253 / -0.265 Ha. The energy above the lowest of the compared OMol25 structures with the same formula, charge and spin is 4.021 eV. The charge is 0.

Each line ends with the Löwdin charge.
Atoms and positions in Å:
C1 -1.09481 1.36008 0.25514  -0.73
C2 0.52103 0.95788 2.11560  -0.19
C3 1.43050 0.03960 1.24253  -0.42
C4 -0.00968 -1.04483 -0.87917  -0.68
C5 0.95869 -0.56827 -1.98121  -0.12
C6 -1.39414 -1.32059 -1.23536  -0.19
N1 -0.75267 1.42824 1.45679  -0.09
S1 -2.41722 1.56607 -0.57656  0.70
S2 0.66485 -1.55117 0.63285  0.90
H1 0.04561 0.53312 3.04554  0.13
H2 0.97448 1.91540 2.37954  0.11
H3 1.98092 0.67540 0.51217  0.09
H4 2.14087 -0.43092 1.88881  0.04
H5 1.24806 -1.46128 -2.67069  0.11
H6 1.89287 -0.12741 -1.66845  0.05
H7 0.48947 0.12807 -2.66120  0.06
H8 -2.06135 -0.42525 -1.11032  -0.05
H9 -1.76719 -2.21740 -0.64941  0.10
H10 -1.50204 -1.35226 -2.25091  0.04
H11 -1.34823 1.89551 2.15431  0.14


[13]
DFT (wB97M-V/def2-TZVPD) results for the ion C6H11O with charge -1 in a non-equilibrium geometry.

Its SMILES is C=C(C)CCC[O-]. The orbital gap comes out at 5.607 eV. The highest occupied orbital energy is -0.076 Ha. The energy above the lowest of the compared OMol25 structures with the same formula, charge and spin is 0.521 eV. The charge is -1.

Each line ends with the Löwdin charge.
Atoms and positions in Å:
C1 0.26179 2.01351 0.65457  0.01
C2 -0.63014 1.13590 0.21527  -0.37
C3 -2.04843 1.13394 0.75599  -0.09
C4 -0.26879 -0.15281 -0.49539  -0.20
C5 1.12220 -0.75703 -0.17319  -0.23
C6 1.29657 -2.14877 -0.83697  -0.60
O1 2.49616 -2.67264 -0.55732  -0.37
H1 0.10084 2.93413 1.20266  0.05
H2 1.30072 1.84306 0.44421  0.04
H3 -2.76309 0.52637 0.20648  0.06
H4 -2.36749 2.15714 0.96933  0.06
H5 -1.99634 0.65334 1.74112  0.08
H6 -0.95020 -0.96050 -0.23143  0.10
H7 -0.23705 0.09097 -1.55713  0.11
H8 1.87536 -0.09798 -0.60211  0.09
H9 1.26269 -0.92710 0.89584  0.10
H10 0.43950 -2.86469 -0.69296  0.07
H11 1.10569 -1.90686 -1.93896  0.07